w) This record from the OMol25 dataset describes C3H7NOS in the gas phase. The level of theory is ωB97M-V/def2-TZVPD.

Last column: Löwdin charge in e.
Positions of all 13 atoms, in Å:
C (2.15984, 0.51818, 0.02646)  -0.08
O (2.03343, -0.91751, 0.00285)  -0.10
C (0.78794, -1.35951, -0.00920)  -0.41
N (-0.16694, -0.61175, 0.10720)  -0.29
S (-1.80594, -1.07038, 0.03131)  0.81
C (-2.51322, 0.57010, -0.01589)  -0.44
H (1.71939, 0.92013, -0.89602)  0.09
H (1.75704, 0.97162, 0.95868)  0.09
H (3.26965, 0.72422, -0.01490)  0.10
H (0.76221, -2.43407, -0.10430)  0.13
H (-2.29388, 1.15832, 0.88593)  0.04
H (-2.11424, 1.13951, -0.85850)  0.03
H (-3.59526, 0.39114, -0.11362)  0.03

Output
SMILES	CO/C=N/SC
charge	0
Kohn-Sham gap	9.27	eV
HOMO energy	-0.302	Ha



x) This record from the OMol25 dataset describes 2 unconnected molecules or ions with the total composition C3H7NOS. The level of theory is ωB97M-V/def2-TZVPD.

Last column: Löwdin charge in e.
Positions of all 13 atoms, in Å:
O (1.45740, 0.35491, 0.91612)  -0.06
C (2.12234, 0.82014, -0.05050)  -0.48
N (1.62594, 0.72528, -1.26362)  0.06
C (-1.38001, -0.77669, 1.03538)  -0.20
C (-1.06097, -0.60664, -0.44600)  -0.60
S (-2.37031, 0.47692, -1.11266)  0.80
H (3.04845, 1.32389, 0.29793)  0.13
H (2.31208, 1.07000, -1.93865)  0.03
H (-2.45420, -1.02762, 1.11376)  0.06
H (-1.46588, 0.26667, 1.36058)  0.06
H (-0.29966, 0.19669, -0.56424)  0.04
H (-0.76182, -1.45560, -1.05843)  0.09
H (-0.77337, -1.36794, 1.71033)  0.08

Output
charge	0
Kohn-Sham gap	4.33	eV
HOMO energy	-0.322	Ha



How do the energies compare? Relative to the most stable structure, in kJ/mol: w) 0.0; x) 449.1.



w) This record from the OMol25 dataset describes 2 unconnected molecules or ions with the total composition C3H7NOS. The level of theory is ωB97M-V/def2-TZVPD.

Last column: Löwdin charge in e.
Positions of all 13 atoms, in Å:
C (-0.08527, -0.26988, -1.44221)  -0.10
C (1.32976, -0.92829, 0.72111)  -0.06
C (0.06205, -0.64558, -0.01078)  -0.11
N (-0.64144, 1.42508, 1.29973)  -0.35
O (-2.50471, 3.06498, 1.22295)  -0.59
S (-1.94309, 1.86522, 0.59747)  0.67
H (0.73048, 0.44474, -1.81484)  0.12
H (0.12564, -1.15035, -2.07605)  0.10
H (-0.96946, 0.18113, -1.82788)  0.05
H (1.31429, -1.92901, 0.92766)  0.06
H (1.06321, -0.33600, 1.63209)  0.10
H (2.21909, -0.67426, 0.27116)  0.06
H (-0.70056, -1.04777, 0.49960)  0.05

Output
charge	0
Kohn-Sham gap (spin up / spin down)	8.45 / 7.19	eV
HOMO energy (spin up / spin down)	-0.340 / -0.314	Ha



x) This record from the OMol25 dataset describes C3H7NOS in the gas phase. The level of theory is ωB97M-V/def2-TZVPD.

Last column: Löwdin charge in e.
Positions of all 13 atoms, in Å:
O (-0.69958, 2.44308, -0.89995)  0.02
C (0.20811, 1.63883, -1.25159)  -0.24
N (0.32340, 0.22268, -1.14333)  -0.01
C (0.58690, -0.63685, -0.02670)  -0.32
C (-0.21304, -0.16945, 1.24770)  -0.49
S (-0.84129, -1.76318, 1.83712)  0.69
H (0.94406, 1.99550, -1.85390)  0.08
H (0.42769, -0.07359, -2.08887)  0.11
H (1.52237, -0.76996, 0.38680)  0.07
H (0.42670, -1.63311, -0.49004)  0.10
H (-1.04034, 0.28055, 0.80800)  0.04
H (0.48138, 0.14401, 2.05064)  0.08
H (-2.12638, -1.67853, 1.42413)  -0.14

Output
SMILES	O=CNCCS
charge	0
Kohn-Sham gap	9.26	eV
HOMO energy	-0.318	Ha



y) This record from the OMol25 dataset describes 2 unconnected molecules or ions with the total composition C3H7NOS. The level of theory is ωB97M-V/def2-TZVPD.

Last column: Löwdin charge in e.
Positions of all 13 atoms, in Å:
C (0.26239, 0.08791, -0.42389)  -0.70
C (-1.28884, 1.71070, -1.29484)  -0.03
C (1.18349, -1.75200, 1.46436)  -0.42
N (-0.79890, 0.79040, -0.23153)  -0.06
O (0.08746, -1.01099, 1.55998)  -0.26
S (1.63318, -0.13011, -1.09303)  0.87
H (-0.45340, 1.69257, -2.06306)  0.11
H (-2.22482, 1.52846, -1.65516)  0.05
H (-1.40879, 2.59375, -0.71164)  0.08
H (1.23394, -2.23206, 0.47392)  0.02
H (1.21585, -2.64269, 2.13700)  0.08
H (2.18861, -1.09813, 1.51527)  0.08
H (-1.63016, 0.46217, 0.32261)  0.18

Output
charge	0
Kohn-Sham gap (spin up / spin down)	7.86 / 7.86	eV
HOMO energy (spin up / spin down)	-0.299 / -0.299	Ha



How do the energies compare? Relative to the most stable structure, in kJ/mol: w) 201.0; x) 0.0; y) 153.6.



w) This record from the OMol25 dataset describes 14 unconnected molecules or ions with the total composition H26O17S. The level of theory is ωB97M-V/def2-TZVPD.

Last column: Löwdin charge in e.
Positions of all 44 atoms, in Å:
S (-29.27319, 41.93352, -4.90415)  0.45
O (-28.54084, 41.03760, -3.93930)  -0.36
O (-30.52852, 42.24852, -4.21985)  -0.38
O (-28.50321, 43.10400, -5.10754)  -0.30
O (-29.52205, 41.24740, -6.12818)  -0.30
O (-27.49234, 44.15709, -7.20998)  -0.16
H (-27.66737, 43.72165, -6.23699)  0.04
H (-27.80874, 43.47638, -7.83558)  -0.01
O (-32.38039, 42.95692, -6.25177)  -0.06
H (-33.11312, 42.35496, -6.22116)  0.00
H (-31.83716, 42.67927, -5.47889)  0.00
O (-30.22928, 41.87648, -1.62967)  -0.08
H (-29.28439, 41.65542, -1.89860)  0.02
H (-30.43895, 42.19676, -2.49660)  -0.05
O (-25.93219, 40.26106, -4.91830)  -0.12
H (-26.06289, 39.27707, -5.09997)  0.06
H (-26.81776, 40.67650, -4.72967)  0.01
O (-31.44267, 44.43908, -3.40533)  -0.08
H (-30.83343, 44.98135, -3.79332)  -0.07
H (-31.14584, 43.53757, -3.84037)  0.00
O (-27.28795, 41.40612, -1.75948)  -0.03
H (-27.71781, 41.49547, -2.58520)  -0.06
H (-26.76363, 42.10274, -1.42293)  0.03
O (-29.36282, 42.43930, -8.38407)  -0.07
H (-30.11402, 42.44065, -8.93289)  0.01
H (-29.46596, 42.01654, -7.47212)  0.00
O (-31.47774, 39.48089, -7.09450)  -0.07
H (-30.88300, 40.16711, -6.63937)  0.03
H (-31.46705, 38.73493, -6.55876)  -0.01
O (-32.71512, 40.95398, -3.88727)  -0.21
H (-31.71994, 41.43165, -3.82406)  0.06
H (-33.20689, 40.90072, -4.80594)  0.06
O (-28.05476, 39.38616, -7.24471)  0.01
H (-28.59887, 40.04039, -6.87786)  -0.05
H (-28.02395, 39.82692, -8.01234)  -0.04
O (-28.98301, 38.77651, -3.09608)  -0.15
H (-28.78410, 39.70650, -3.26850)  -0.08
H (-29.77321, 38.98414, -2.40172)  0.11
O (-26.27389, 44.12303, -4.11237)  0.05
H (-27.01480, 43.75995, -4.23515)  -0.14
H (-25.76136, 43.75114, -4.81213)  0.04
O (-29.00310, 45.51702, -4.88980)  -0.01
H (-29.05352, 44.54596, -4.96237)  -0.01
H (-28.33570, 45.96029, -5.23050)  -0.05

Output
charge	-2
Kohn-Sham gap	9.66	eV
HOMO energy	-0.166	Ha



x) This record from the OMol25 dataset describes 14 unconnected molecules or ions with the total composition H26O17S. The level of theory is ωB97M-V/def2-TZVPD.

Last column: Löwdin charge in e.
Positions of all 44 atoms, in Å:
S (0.02925, 0.16939, 0.01748)  0.28
O (1.17625, 0.21839, -0.89452)  -0.33
O (-1.10775, -0.18461, -0.73052)  -0.30
O (0.32625, -0.89061, 0.94848)  -0.35
O (-0.20375, 1.35339, 0.68748)  -0.30
O (-3.57175, 1.54739, -0.89552)  -0.03
H (-3.24475, 2.45439, -0.65852)  0.06
H (-2.78375, 1.13539, -0.83352)  -0.08
O (-0.82275, 3.79539, -0.03552)  -0.13
H (-0.31975, 4.07639, -0.74452)  -0.04
H (-0.60475, 2.76239, 0.27748)  0.06
O (1.61125, 2.53839, 2.30048)  0.00
H (1.05425, 2.17839, 1.59348)  0.00
H (2.16125, 2.99939, 1.79548)  -0.05
O (-0.70275, -1.17461, 3.33048)  -0.02
H (-1.58475, -1.26161, 3.06148)  -0.01
H (-0.22875, -1.10961, 2.56348)  -0.09
O (0.72525, -3.48361, 0.89148)  -0.15
H (0.65325, -2.41761, 0.89848)  0.02
H (1.32225, -3.63261, 0.11648)  0.03
O (2.47825, -1.58661, 2.56148)  0.02
H (1.94625, -1.14461, 2.08848)  -0.13
H (3.28325, -1.99661, 2.15648)  0.07
O (-1.30575, 0.46339, -3.41152)  0.03
H (-1.24475, 0.26539, -2.53852)  -0.07
H (-1.70975, -0.27761, -3.71652)  -0.03
O (-2.71475, -1.91061, -1.58152)  -0.04
H (-3.33075, -1.47961, -2.01652)  -0.06
H (-1.99075, -1.23561, -1.33652)  0.00
O (2.17625, 2.30339, -2.37852)  0.05
H (1.97225, 2.44339, -3.28352)  0.03
H (1.90125, 1.63339, -1.98652)  -0.16
O (-1.86275, 2.35239, 2.51848)  -0.09
H (-1.05475, 1.96139, 2.02648)  0.02
H (-1.23975, 2.38339, 3.23048)  0.00
O (3.80325, -0.16661, -1.05752)  -0.13
H (4.20625, -0.93461, -0.55752)  0.04
H (2.82225, -0.21161, -0.84452)  -0.01
O (1.67225, -2.46061, -2.37152)  -0.09
H (0.72425, -2.76261, -2.24152)  0.07
H (1.55525, -1.72761, -1.76052)  -0.02
O (-2.34775, -2.37861, 1.25648)  -0.14
H (-2.44975, -2.04361, 0.40348)  -0.08
H (-1.17375, -2.56261, 1.15148)  0.16

Output
charge	-2
Kohn-Sham gap	9.53	eV
HOMO energy	-0.165	Ha



How do the energies compare? Relative to the most stable structure, in kJ/mol: w) 0.0; x) 106.1.



w) This record from the OMol25 dataset describes 2 unconnected molecules or ions with the total composition C2H12N4. The level of theory is ωB97M-V/def2-TZVPD.

Last column: Löwdin charge in e.
Positions of all 18 atoms, in Å:
N (1.84445, 2.12305, -0.33695)  -0.01
C (2.87044, 1.24508, 0.18931)  -0.39
N (2.52346, -0.08731, 0.59077)  -0.02
H (1.08816, 1.73444, -0.88737)  0.05
H (1.41208, 2.64202, 0.42525)  0.06
H (3.65650, 1.13266, -0.56587)  0.10
H (3.36127, 1.76653, 1.01155)  0.10
H (2.58320, -0.85576, -0.05969)  0.05
H (1.65999, -0.27870, 1.08827)  0.05
N (-2.26611, -1.05350, 1.09490)  -0.01
C (-2.74304, -0.61917, -0.20461)  -0.37
N (-2.23214, -1.33376, -1.36765)  -0.02
H (-2.51618, -1.98003, 1.39382)  0.06
H (-1.32464, -0.76006, 1.27748)  0.04
H (-3.81459, -0.82436, -0.18168)  0.10
H (-2.47627, 0.42214, -0.34516)  0.10
H (-2.18507, -2.33576, -1.28185)  0.05
H (-1.44152, -0.93752, -1.84051)  0.04

Output
SMILES	NCN.NCN
charge	0
Kohn-Sham gap	9.54	eV
HOMO energy	-0.324	Ha



x) This record from the OMol25 dataset describes 2 unconnected molecules or ions with the total composition C2H12N4. The level of theory is ωB97M-V/def2-TZVPD.

Last column: Löwdin charge in e.
Positions of all 18 atoms, in Å:
N (-1.73917, -0.13590, 0.75944)  -0.02
C (-1.98245, 0.80006, 1.87168)  -0.35
N (-3.34076, 1.43920, 1.76799)  -0.01
H (-2.47395, -0.79864, 0.64485)  0.04
H (-1.56388, 0.37724, -0.08212)  0.04
H (-1.74001, 0.11789, 2.69507)  0.10
H (-1.24051, 1.59100, 1.81603)  0.10
H (-3.23487, 2.26605, 2.36168)  0.05
H (-3.90305, 0.83670, 2.36968)  0.05
N (1.14928, -0.41203, -1.73923)  -0.02
C (2.25031, -1.24516, -1.27821)  -0.39
N (3.58316, -0.73333, -1.43587)  -0.02
H (0.74485, -0.63293, -2.63900)  0.05
H (1.52468, 0.52666, -1.88221)  0.06
H (2.15476, -1.37368, -0.19055)  0.10
H (2.10652, -2.22629, -1.73117)  0.10
H (3.82636, 0.11155, -0.92730)  0.06
H (3.87873, -0.50839, -2.38075)  0.06

Output
SMILES	NCN.NCN
charge	0
Kohn-Sham gap	9.95	eV
HOMO energy	-0.325	Ha



How do the energies compare? Relative to the most stable structure, in kJ/mol: w) 0.0; x) 14.7.



w) This record from the OMol25 dataset describes C4H4N4 in the gas phase. The level of theory is ωB97M-V/def2-TZVPD.

Last column: Löwdin charge in e.
Positions of all 12 atoms, in Å:
H (-1.88430, -1.47124, 1.11586)  0.01
N (-1.87958, -0.54887, 0.81419)  0.18
C (-1.01133, -0.44618, -0.18682)  -0.42
C (-0.81605, 0.87899, -0.63062)  -0.04
C (0.45491, 1.32972, -0.37607)  -0.14
N (1.22924, 0.66760, 0.54431)  0.07
C (1.59763, -0.56378, 0.40258)  -0.20
N (1.08254, -1.42015, -0.54749)  0.03
N (-0.11836, -1.38370, -0.88343)  0.12
H (-1.65971, 1.52206, -1.02468)  0.14
H (0.64589, 2.42577, -0.42974)  0.12
H (2.35911, -0.99022, 1.20190)  0.15

Output
SMILES	[H]/N=c1/ccncnn1
charge	0
Kohn-Sham gap	8.73	eV
HOMO energy	-0.348	Ha



x) This record from the OMol25 dataset describes C4H4N4 in the gas phase. The level of theory is ωB97M-V/def2-TZVPD.

Last column: Löwdin charge in e.
Positions of all 12 atoms, in Å:
H (0.16904, 2.88526, -0.40789)  0.06
N (0.67695, 2.05919, -0.71648)  0.15
C (0.07598, 0.96681, -0.49322)  -0.43
C (0.66914, -0.27976, -1.04789)  -0.01
C (0.76658, -1.37559, -0.28868)  -0.11
N (0.53668, -1.46821, 1.11954)  0.04
N (-0.39379, -0.88111, 1.70177)  0.04
C (-1.35747, -0.07784, 1.05741)  -0.20
N (-1.19312, 0.80874, 0.17161)  0.14
H (1.12988, -0.19038, -2.01690)  0.11
H (1.24782, -2.29103, -0.62751)  0.10
H (-2.32769, -0.15608, 1.54824)  0.11

Output
SMILES	[H]/N=c1/ccnncn1
charge	0
Kohn-Sham gap	8.57	eV
HOMO energy	-0.346	Ha



y) This record from the OMol25 dataset describes 2 unconnected molecules or ions with the total composition C4H4N4. The level of theory is ωB97M-V/def2-TZVPD.

Last column: Löwdin charge in e.
Positions of all 12 atoms, in Å:
C (-1.57063, 0.50696, 0.52495)  -0.05
C (-0.85615, -1.05572, -0.98833)  -0.04
C (0.23451, -0.47288, -0.32077)  -0.41
C (-0.17387, 0.49475, 0.47741)  -0.29
H (-2.17703, 1.22060, 1.18663)  0.14
H (-2.97945, -0.71839, -0.56023)  0.17
H (-0.72850, -1.68931, -2.04176)  0.17
H (2.33274, -1.73155, 0.04367)  0.29
N (-1.98975, -0.38431, -0.42458)  0.00
N (1.59124, -0.28098, -0.57665)  0.07
N (1.94500, 0.47502, 0.54757)  -0.09
N (0.98910, 1.05883, 0.91254)  0.03

Output
charge	0
Kohn-Sham gap	7.28	eV
HOMO energy	-0.306	Ha



How do the energies compare? Relative to the most stable structure, in kJ/mol: w) 101.1; x) 0.0; y) 383.9.



w) This record from the OMol25 dataset describes C2HNO3S in the gas phase. The level of theory is ωB97M-V/def2-TZVPD.

Last column: Löwdin charge in e.
Positions of all 8 atoms, in Å:
O (2.40555, -1.94308, -0.33085)  0.23
C (1.55639, -1.17591, -0.22817)  -0.28
N (0.47876, -0.64127, -0.15222)  0.17
C (0.23006, 0.73670, -0.36090)  -0.78
O (1.09704, 1.58264, -0.33652)  0.03
S (-1.42567, 1.26923, -0.37390)  1.01
O (-2.35270, 0.16416, 0.44070)  -0.45
H (-1.98943, 0.00752, 1.34185)  0.06

Output
SMILES	O=C=NC(=O)SO
charge	0
Kohn-Sham gap	9.79	eV
HOMO energy	-0.362	Ha



x) This record from the OMol25 dataset describes 2 unconnected molecules or ions with the total composition C2HNO3S. The level of theory is ωB97M-V/def2-TZVPD.

Last column: Löwdin charge in e.
Positions of all 8 atoms, in Å:
O (0.30724, 2.04522, 1.34123)  0.13
C (-0.18792, 1.00468, 1.35150)  -0.91
N (-0.33405, -0.16590, 0.78744)  -0.18
S (-0.88028, -0.13590, 2.51866)  0.87
H (-0.84167, -0.20035, -0.10233)  0.10
O (1.09790, 0.12482, -2.34580)  0.26
C (0.65813, -0.83318, -1.95503)  -0.46
O (0.18064, -1.83941, -1.59567)  0.18

Output
SMILES	O=C1NS1.O=C=O
charge	0
Kohn-Sham gap	9.19	eV
HOMO energy	-0.349	Ha



How do the energies compare? Relative to the most stable structure, in kJ/mol: w) 0.0; x) 35.2.